Entry 1:
{
  "formula": "AlFNO2S2",
  "method": "ωB97M-V with the def2-TZVPD basis set",
  "species": ["Al", "F", "N", "S", "S", "O", "O"],
  "positions_angstrom": [[1.32383, -0.70980, 0.36680], [2.83870, -0.73451, 0.99079], [-0.70668, 1.34435, -0.78651], [0.82333, 1.30639, -1.04107], [-1.46481, 0.14250, 0.36923], [-0.33451, -0.87499, 0.63084], [-2.47987, -0.47395, -0.53009]],
  "atomic_forces_ev_per_a": [[1.2220, 1.2195, -0.1982], [-0.9494, -0.3398, -0.3571], [1.4054, -0.1011, -0.0234], [-0.7237, -0.5991, 0.3542], [-4.6527, -0.3105, -2.1608], [1.1804, -1.1526, 0.2638], [2.5181, 1.2836, 2.1216]],
  "lowdin_charge": [0.560, -0.117, -0.521, 0.952, 0.898, -0.406, -0.364],
  "homo_ha": -0.558,
  "energy_ha": -1343.65748,
  "orbital_gap_ev": 7.17,
  "total_charge": 1
}



Entry 2:
{
  "formula": "AlH8O4",
  "method": "ωB97M-V with the def2-TZVPD basis set",
  "species": ["Al", "O", "H", "H", "O", "H", "H", "O", "H", "H", "O", "H", "H"],
  "positions_angstrom": [[-2.87931, -1.24758, 0.53657], [-1.78630, 0.85380, -3.79197], [-1.13035, 0.59535, -4.43940], [-2.32017, 1.50994, -4.23999], [1.48550, -2.52777, -0.96402], [2.31593, -2.25363, -0.57480], [1.71321, -2.78849, -1.85642], [0.32025, 2.41676, 0.45481], [0.77834, 2.74748, -0.31785], [1.01286, 2.26528, 1.09791], [-0.05613, -0.56859, 4.37844], [0.32282, -1.25321, 4.92971], [0.22336, 0.25067, 4.78701]],
  "atomic_forces_ev_per_a": [[-0.4018, -0.1708, 0.0686], [0.0431, -0.3628, 1.0737], [0.7783, -0.4037, -0.7787], [-0.8253, 0.8448, -0.4791], [-0.9591, 0.2440, 0.4634], [0.9580, 0.1828, 0.5651], [0.1642, -0.4946, -1.0830], [-0.9039, -0.5213, 0.0514], [0.3791, 0.6323, -0.9122], [0.6905, 0.0419, 0.8370], [-0.4632, -0.0394, -1.0166], [0.3495, -0.9827, 0.6804], [0.1906, 1.0295, 0.5301]],
  "lowdin_charge": [1.092, 0.255, 0.116, 0.121, 0.239, 0.112, 0.117, 0.243, 0.114, 0.109, 0.248, 0.119, 0.115],
  "homo_ha": -0.818,
  "energy_ha": -546.64287,
  "orbital_gap_ev": 2.21,
  "total_charge": 3
}



Entry 3:
{
  "formula": "ArH26O13",
  "method": "ωB97M-V with the def2-TZVPD basis set",
  "species": ["Ar", "O", "H", "H", "O", "H", "H", "O", "H", "H", "O", "H", "H", "O", "H", "H", "O", "H", "H", "O", "H", "H", "O", "H", "H", "O", "H", "H", "O", "H", "H", "O", "H", "H", "O", "H", "H", "O", "H", "H"],
  "positions_angstrom": [[-0.13001, 0.57378, 0.22866], [2.48885, -1.76624, 3.02111], [2.93204, -2.04430, 2.21955], [1.55885, -1.90403, 2.84128], [-2.85789, -2.58721, -0.89482], [-2.53621, -1.77166, -1.27905], [-2.90382, -2.40828, 0.04438], [3.19723, -1.61432, 0.09316], [3.73509, -2.36875, 0.33352], [3.01454, -1.73688, -0.83842], [-3.12557, 2.58251, 1.58802], [-3.76422, 2.04570, 1.11877], [-2.99334, 2.12655, 2.41920], [-1.65801, -0.53765, -2.51843], [-1.98545, -0.62915, -3.41322], [-2.14896, 0.20057, -2.15755], [-2.60069, -1.90078, 1.84548], [-1.64634, -1.83429, 1.81344], [-2.76939, -2.67665, 2.38008], [0.30376, 1.64936, -2.78421], [-0.47076, 1.62706, -2.22221], [1.04101, 1.55837, -2.18054], [-2.50491, 2.06875, -1.59709], [-2.61650, 2.55060, -2.41660], [-2.93466, 2.61369, -0.93785], [1.21835, 3.18681, 2.03213], [1.06296, 4.05020, 1.64918], [0.45851, 3.03302, 2.59357], [-0.07828, -2.67555, 2.28211], [-0.00561, -3.25227, 1.52162], [0.14055, -3.23366, 3.02833], [0.66213, -2.09594, -2.29827], [0.37155, -2.69880, -1.61391], [0.02562, -1.38142, -2.27477], [2.96452, 2.33643, -2.20801], [3.09129, 2.07198, -1.29684], [2.84975, 3.28591, -2.16859], [3.08566, 1.35327, 0.40219], [2.92281, 0.41944, 0.53515], [2.60551, 1.78371, 1.10958]],
  "atomic_forces_ev_per_a": [[-0.0646, -0.1191, 0.1644], [0.4212, 0.0101, 0.6054], [-0.0572, 0.1707, -0.1830], [-0.2054, 0.1645, -0.3442], [-0.0778, -0.5360, -0.2320], [0.2355, 0.2270, -0.4486], [-0.1173, 0.1164, 0.5634], [-0.0959, 0.0283, 0.3318], [0.3366, -0.1400, -0.0738], [-0.3093, 0.0506, -0.5099], [0.1062, 0.3313, -0.2324], [-0.2291, -0.2701, 0.0110], [0.0480, -0.1591, 0.1992], [-0.1883, -0.3526, 0.1168], [0.0514, -0.1718, -0.3292], [-0.1486, 0.5971, 0.2966], [-0.8452, 0.4025, -0.2140], [0.3658, -0.0190, 0.2566], [-0.0261, -0.1460, 0.1651], [-0.4365, 0.1160, -0.3341], [-0.1713, -0.0132, 0.1179], [0.6563, 0.1893, -0.0918], [-0.0308, -0.2715, -0.1208], [0.0225, 0.1907, -0.3513], [0.0664, 0.1297, 0.4000], [0.2313, -0.1505, -0.0013], [0.0170, 0.2177, -0.1696], [-0.1764, -0.1219, 0.1424], [0.1462, 0.0704, 0.0349], [0.1102, -0.1885, -0.3985], [-0.0553, -0.2579, 0.3760], [0.8179, -0.3549, 0.0831], [-0.2161, -0.1689, 0.0500], [-0.4061, 0.4740, -0.1141], [0.0085, 0.0589, -0.5664], [0.2146, -0.3276, 0.8101], [-0.0634, 0.2032, -0.1299], [0.1874, 0.1835, -0.1033], [0.1634, -0.5678, -0.0581], [-0.2856, 0.4046, 0.2816]],
  "lowdin_charge": [0.267, -0.052, -0.006, -0.024, -0.069, -0.025, -0.029, -0.040, 0.049, 0.047, -0.054, 0.030, 0.036, -0.066, 0.082, 0.005, -0.063, -0.017, 0.050, -0.082, -0.061, -0.025, -0.048, 0.067, 0.037, -0.050, 0.046, 0.036, -0.035, 0.079, 0.077, -0.057, 0.020, -0.029, -0.057, -0.020, 0.041, -0.062, -0.004, 0.004],
  "homo_ha": -0.374,
  "energy_ha": -1521.22165,
  "orbital_gap_ev": 10.02,
  "total_charge": 0
}